{
  "formula": "C18H53N3O6P",
  "method": "ωB97M-V/def2-TZVPD",
  "species": ["N", "P", "N", "N", "H", "H", "H", "H", "H", "C", "C", "C", "O", "H", "H", "H", "H", "H", "H", "H", "H", "C", "C", "C", "O", "H", "H", "H", "H", "H", "H", "H", "H", "C", "C", "C", "O", "H", "H", "H", "H", "H", "H", "H", "H", "C", "C", "C", "O", "H", "H", "H", "H", "H", "H", "H", "H", "C", "C", "C", "O", "H", "H", "H", "H", "H", "H", "H", "H", "C", "C", "C", "O", "H", "H", "H", "H", "H", "H", "H", "H"],
  "positions_angstrom": [[-6.292128, 2.740809, 4.134973], [-5.071432, 2.103573, 4.947175], [-3.767852, 2.947208, 5.282491], [-2.764011, 2.819881, 4.208795], [-6.485077, 2.212858, 3.291170], [-4.656073, 0.915433, 4.260438], [-5.501803, 1.666141, 6.219654], [-2.705204, 1.844711, 3.928323], [-3.116531, 3.331118, 3.407908], [-3.238431, 2.713167, -0.762986], [-2.333283, 2.472352, 0.438872], [-0.869469, 2.420752, 0.032158], [-2.700193, 1.253235, 1.070165], [-3.132413, 1.900419, -1.490559], [-4.281846, 2.741972, -0.449404], [-2.999071, 3.654258, -1.262794], [-2.481042, 3.266177, 1.171212], [-0.707564, 1.590346, -0.663450], [-0.224469, 2.254406, 0.892959], [-0.559180, 3.344094, -0.455415], [-2.580953, 0.559709, 0.405412], [1.422107, 4.193535, -2.857628], [2.359917, 3.960419, -1.683954], [3.811633, 3.862412, -2.116600], [1.995085, 2.757418, -1.000836], [1.490614, 3.358519, -3.561361], [0.388915, 4.248686, -2.516209], [1.664624, 5.114719, -3.388643], [2.247432, 4.768691, -0.960924], [3.948554, 3.018306, -2.798840], [4.437558, 3.683655, -1.243786], [4.159563, 4.767441, -2.616759], [2.087792, 2.029686, -1.628015], [-3.412518, -3.284432, -1.699844], [-2.828000, -2.679986, -0.431732], [-3.533885, -3.195638, 0.811257], [-2.909303, -1.252078, -0.478244], [-4.468304, -3.018616, -1.795896], [-2.900462, -2.905112, -2.583384], [-3.330400, -4.371821, -1.691559], [-1.764319, -2.913877, -0.370909], [-4.592444, -2.925621, 0.787860], [-3.104352, -2.749758, 1.707104], [-3.455781, -4.280878, 0.886932], [-3.842630, -1.003996, -0.524168], [-1.009146, -1.754720, -4.457150], [-1.495346, -0.312311, -4.451280], [-0.464934, 0.611157, -3.824511], [-2.731881, -0.213130, -3.748091], [-0.838014, -2.100145, -3.434146], [-1.758248, -2.408315, -4.904822], [-0.077351, -1.858596, -5.015307], [-1.703231, 0.004867, -5.474093], [-0.296907, 0.323734, -2.782743], [-0.823679, 1.640335, -3.823153], [0.487007, 0.572806, -4.358218], [-2.579518, -0.483633, -2.830339], [4.215648, -0.197998, -0.622945], [4.804884, 0.408811, 0.642339], [3.988430, 0.021137, 1.864639], [4.874007, 1.827963, 0.526296], [3.197967, 0.170180, -0.775566], [4.806598, 0.087511, -1.494482], [4.181947, -1.286721, -0.562760], [5.834441, 0.068245, 0.763591], [2.965677, 0.395683, 1.776495], [4.416653, 0.459313, 2.765923], [3.948485, -1.063069, 1.985690], [3.969589, 2.155987, 0.415379], [4.115369, -5.716538, 2.940640], [3.529647, -4.329738, 2.721939], [2.293397, -4.101132, 3.577120], [3.214622, -4.140322, 1.341511], [3.388689, -6.484083, 2.660510], [4.999285, -5.859833, 2.319462], [4.393665, -5.869935, 3.983754], [4.280394, -3.575933, 2.961961], [1.512528, -4.821018, 3.316649], [1.889385, -3.104286, 3.405601], [2.518776, -4.206538, 4.638605], [2.547795, -4.794020, 1.100539]],
  "forces_ev_per_angstrom": [[0.0, -0.4, 0.0], [-0.8, 0.7, -0.6], [1.1, -0.4, 0.4], [-0.2, 0.6, 0.5], [0.0, 0.0, -0.1], [0.0, -0.3, 0.2], [0.0, 0.0, 0.1], [0.0, -0.1, -0.2], [0.0, 0.0, -0.3], [-0.1, 0.1, 0.0], [0.1, -0.2, -0.3], [-0.1, 0.0, 0.1], [0.0, 0.0, -0.1], [0.1, 0.0, 0.0], [0.0, 0.0, 0.0], [0.0, 0.0, 0.0], [-0.1, -0.1, 0.1], [0.0, 0.1, -0.1], [0.0, 0.0, 0.1], [0.0, 0.0, 0.0], [0.1, -0.1, 0.3], [-0.1, 0.0, 0.1], [0.1, -0.2, -0.4], [0.1, 0.1, 0.1], [0.2, 0.1, 0.2], [0.1, 0.0, 0.0], [0.0, 0.0, 0.0], [0.0, 0.0, 0.0], [-0.1, -0.1, 0.1], [0.0, 0.0, 0.0], [0.1, 0.0, 0.0], [-0.1, 0.0, 0.0], [0.0, 0.0, 0.0], [0.1, 0.1, -0.1], [-0.4, -0.2, 0.1], [0.1, 0.1, 0.1], [0.1, 0.1, -0.4], [0.0, 0.0, 0.1], [0.0, 0.0, 0.0], [0.0, 0.0, 0.0], [0.1, 0.1, 0.0], [0.0, 0.0, -0.1], [0.0, 0.0, 0.0], [0.0, 0.0, 0.0], [0.0, 0.0, 0.1], [-0.1, -0.1, -0.1], [0.1, -0.2, 0.4], [0.0, 0.2, 0.0], [0.0, 0.0, -0.1], [0.1, 0.1, 0.0], [0.0, 0.0, 0.0], [0.0, 0.0, 0.0], [-0.1, 0.0, 0.0], [0.1, 0.0, 0.0], [0.0, 0.0, 0.0], [0.0, 0.0, 0.0], [0.0, 0.1, 0.0], [0.1, 0.0, -0.1], [-0.5, 0.0, 0.0], [0.1, 0.0, 0.2], [0.1, 0.0, 0.0], [0.0, -0.1, 0.1], [0.0, 0.0, 0.0], [0.0, 0.0, 0.0], [0.1, 0.1, 0.0], [0.0, 0.0, -0.1], [0.0, 0.0, 0.0], [0.0, 0.0, 0.0], [0.0, 0.0, 0.0], [0.1, 0.0, -0.1], [-0.3, -0.3, 0.1], [0.0, 0.1, 0.0], [0.2, 0.1, 0.0], [-0.1, 0.0, 0.1], [0.0, 0.0, 0.0], [0.0, 0.0, 0.0], [0.0, 0.1, -0.1], [0.0, -0.1, 0.0], [0.0, 0.0, 0.0], [0.0, 0.0, 0.0], [0.0, 0.1, 0.0]],
  "charge": -1,
  "total_energy_ha": -1674.60439,
  "orbital_gap_ev": 4.56,
  "e_homo_ev": -2.768,
  "molar_mass_g_mol": 438.61,
  "lumo_energy_ev": 1.79
}